(1)
{"formula": "H30O15", "method": "wB97M-V/def2-TZVPD", "species": ["H", "H", "H", "H", "H", "H", "H", "H", "H", "H", "H", "H", "H", "H", "H", "H", "H", "H", "H", "H", "H", "H", "H", "H", "H", "H", "H", "H", "H", "H", "O", "O", "O", "O", "O", "O", "O", "O", "O", "O", "O", "O", "O", "O", "O"], "positions_angstrom": [[-0.705, 0.327, 0.300], [0.738, 0.125, 0.741], [3.759, 3.820, -2.848], [2.761, 2.810, -2.190], [-4.860, -0.870, 1.245], [-5.720, -1.943, 0.740], [-4.043, 2.862, -2.392], [-3.124, 3.481, -1.372], [1.587, 0.636, 5.295], [1.123, -0.677, 4.559], [-1.320, 5.128, -0.346], [-1.779, 4.989, 0.942], [-2.050, -1.563, 2.601], [-0.884, -0.741, 2.347], [4.212, 0.798, -1.415], [5.575, 0.245, -1.095], [-1.781, 2.290, 0.200], [-2.108, 1.112, -0.518], [0.246, -3.410, -2.010], [-0.048, -3.278, -3.460], [0.498, 0.142, -2.038], [-1.036, 0.372, -1.698], [-3.375, -2.576, 0.433], [-2.729, -3.400, -0.577], [2.237, -1.711, -0.705], [2.630, -1.354, 0.727], [2.927, -3.758, -0.582], [2.094, -4.164, -1.799], [4.128, 0.895, 2.404], [3.039, 0.570, 1.497], [0.003, 0.735, 0.810], [3.159, 3.707, -2.173], [-5.459, -0.996, 0.508], [-3.499, 2.610, -1.638], [1.588, -0.314, 5.363], [-1.425, 4.418, 0.222], [-1.520, -1.328, 1.892], [4.713, 0.011, -1.092], [-2.496, 1.725, 0.123], [0.309, -3.904, -2.789], [-0.145, 0.509, -1.392], [-3.625, -2.981, -0.374], [2.028, -1.170, 0.089], [2.104, -3.640, -1.046], [4.016, 0.473, 1.625]], "energy_ha": -1146.42277, "e_homo_ev": -9.629, "e_above_lowest_kj_mol": 570.52}

(2)
{"formula": "H30O15", "method": "wB97M-V/def2-TZVPD", "species": ["O", "H", "H", "O", "H", "H", "O", "H", "H", "O", "H", "H", "O", "H", "H", "O", "H", "H", "O", "H", "H", "O", "H", "H", "O", "H", "H", "O", "H", "H", "O", "H", "H", "O", "H", "H", "O", "H", "H", "O", "H", "H", "O", "H", "H"], "positions_angstrom": [[2.741, 1.461, -0.026], [2.188, 1.943, 0.560], [2.386, 1.525, -0.884], [-0.381, 3.364, -2.318], [-0.227, 3.103, -1.402], [0.340, 3.041, -2.792], [-0.432, 1.369, 3.165], [-0.329, 0.668, 3.839], [0.395, 1.461, 2.711], [1.795, -0.495, 2.084], [1.397, -0.497, 1.271], [2.720, -0.732, 2.007], [1.257, 0.777, -2.195], [1.337, -0.073, -2.574], [1.507, 1.337, -2.956], [-3.804, 0.096, 0.087], [-4.465, 0.661, 0.531], [-3.348, 0.675, -0.528], [-1.891, -2.201, -0.724], [-1.595, -1.486, -0.178], [-1.223, -2.866, -0.411], [-2.674, -0.506, 2.556], [-1.814, -0.862, 2.502], [-2.931, -0.398, 1.624], [1.531, -2.949, 0.659], [2.155, -2.276, 0.232], [1.061, -3.408, 0.007], [-0.398, -0.178, 0.288], [-0.023, -0.442, -0.517], [-0.486, 0.779, 0.189], [-2.261, 1.414, -1.894], [-2.220, 1.153, -2.815], [-1.616, 2.113, -1.904], [-0.021, 2.692, 0.236], [-0.887, 3.072, 0.539], [0.533, 3.464, 0.383], [0.216, -1.841, -2.517], [0.920, -2.485, -2.603], [-0.485, -2.431, -2.794], [3.243, -1.236, -0.811], [4.171, -1.286, -0.611], [2.919, -0.416, -0.531], [-0.687, -2.456, 2.561], [-0.738, -2.691, 3.476], [0.131, -1.964, 2.478]], "energy_ha": -1146.56123, "e_homo_ev": -9.026, "e_above_lowest_kj_mol": 206.99}

(3)
{"formula": "H30O19S", "method": "wB97M-V/def2-TZVPD", "species": ["S", "O", "O", "O", "O", "O", "H", "H", "O", "H", "H", "O", "H", "H", "O", "H", "H", "O", "H", "H", "O", "H", "H", "O", "H", "H", "O", "H", "H", "O", "H", "H", "O", "H", "H", "O", "H", "H", "O", "H", "H", "O", "H", "H", "O", "H", "H", "O", "H", "H"], "positions_angstrom": [[-0.057, 0.152, 0.131], [-0.985, -0.990, 0.283], [1.277, -0.312, -0.358], [-0.575, 1.061, -0.914], [0.105, 0.856, 1.410], [-0.689, -3.163, 1.809], [-0.585, -3.843, 1.136], [-0.734, -2.327, 1.286], [-2.646, 2.256, -2.176], [-2.176, 2.655, -2.914], [-1.946, 1.783, -1.686], [2.405, -2.274, -1.868], [2.031, -1.604, -1.256], [2.997, -1.773, -2.433], [-1.223, -2.890, -1.781], [-0.542, -2.618, -2.405], [-1.220, -2.178, -1.118], [-3.487, -0.597, -0.808], [-3.255, -0.262, -1.679], [-2.635, -0.828, -0.395], [0.859, -1.140, 3.389], [0.602, -2.029, 3.117], [0.958, -0.661, 2.550], [2.976, -2.087, 1.213], [2.400, -1.534, 0.662], [2.610, -2.970, 1.115], [-1.776, 0.633, 3.285], [-1.247, 0.145, 3.922], [-1.147, 0.781, 2.549], [2.437, 1.683, 2.620], [1.636, 1.332, 2.187], [2.129, 1.963, 3.486], [2.569, 1.144, -2.190], [2.633, 0.640, -3.007], [2.002, 0.589, -1.599], [1.522, 3.277, 0.009], [2.070, 2.763, 0.612], [0.857, 2.652, -0.318], [-0.185, -0.027, -3.403], [0.751, -0.170, -3.558], [-0.230, 0.331, -2.490], [-3.300, -2.609, 3.191], [-2.481, -2.459, 2.695], [-3.012, -2.642, 4.105], [0.843, 3.163, -3.662], [0.805, 2.406, -3.062], [1.067, 2.778, -4.512], [-1.566, 3.340, 0.809], [-1.130, 3.117, 1.636], [-1.711, 2.486, 0.385]], "energy_ha": -1845.93938, "charge": -2, "e_homo_ev": -4.867, "e_above_lowest_kj_mol": 51.35}

(4)
{"formula": "H31O16", "method": "wB97M-V/def2-TZVPD", "species": ["O", "H", "H", "O", "H", "H", "O", "H", "H", "O", "H", "H", "O", "H", "H", "O", "H", "H", "O", "H", "H", "O", "H", "H", "O", "H", "O", "H", "H", "O", "H", "H", "O", "H", "H", "O", "H", "H", "O", "H", "H", "O", "H", "H", "O", "H", "H"], "positions_angstrom": [[-1.097, 1.661, 0.190], [-4.588, 2.255, 1.190], [1.456, 0.554, 1.631], [2.349, -1.982, 3.793], [-0.456, 1.058, -0.215], [-1.330, 1.214, 1.016], [-2.279, -0.105, 1.765], [3.086, -1.682, 4.270], [2.798, -0.108, 1.551], [2.299, 0.536, 2.088], [3.110, 2.286, 4.769], [2.364, -1.665, 2.881], [2.267, 2.287, 4.311], [-1.814, -0.909, -2.530], [0.395, 1.111, 4.409], [4.530, -0.522, -0.861], [4.720, -1.269, -1.434], [4.028, -0.967, -0.147], [-4.041, 0.365, -1.648], [-3.254, 0.906, -1.489], [-3.883, -0.431, -1.132], [-1.977, 3.701, -3.961], [-2.084, 2.753, -4.016], [-1.794, -0.904, 1.517], [-0.081, -0.316, -5.796], [0.529, -0.434, -5.055], [-1.234, -2.993, -4.485], [-2.153, -2.742, -4.363], [-1.024, -2.716, -5.375], [2.449, -1.662, 0.592], [-2.068, -0.032, 2.704], [2.474, 2.114, 3.391], [-0.180, 0.535, 3.907], [2.453, 0.502, -0.477], [-0.332, -0.214, 4.462], [0.178, -2.386, 1.028], [0.128, -2.327, 1.981], [1.228, -1.880, 0.763], [-4.360, 2.317, 2.126], [-0.306, -0.891, -2.375], [-4.020, 1.420, 2.235], [-1.033, -0.423, -2.799], [-0.850, -0.303, -5.202], [-2.704, 4.188, -3.578], [1.679, 0.637, -1.026], [2.521, -2.497, 1.068], [1.902, -0.040, -1.674]], "energy_ha": -1222.48028, "charge": -1, "e_homo_ev": -6.275, "e_above_lowest_kj_mol": 236.07}

(5)
{"formula": "H31O16", "method": "wB97M-V/def2-TZVPD", "species": ["O", "H", "H", "O", "H", "H", "O", "H", "H", "O", "H", "H", "O", "H", "H", "O", "H", "H", "O", "H", "H", "O", "H", "H", "O", "H", "O", "H", "H", "O", "H", "H", "O", "H", "H", "O", "H", "H", "O", "H", "H", "O", "H", "H", "O", "H", "H"], "positions_angstrom": [[0.584, -1.690, -0.992], [1.520, -1.735, -0.777], [0.760, -3.314, -1.288], [-0.952, 5.660, 0.928], [-1.078, 4.810, 0.762], [1.193, -0.213, -0.290], [3.416, -3.436, -0.705], [2.430, -3.096, -0.583], [3.316, -3.703, -1.508], [0.571, 3.498, -1.319], [-0.226, 3.026, -1.250], [1.221, 2.853, -1.780], [-0.801, -1.432, 3.598], [-0.504, -1.699, 2.719], [-0.335, -1.714, 5.378], [-3.458, -0.025, 4.803], [-3.594, 0.219, 3.956], [-2.908, -0.724, 4.825], [-0.760, 2.355, -5.109], [-1.400, 2.352, -5.701], [-0.952, 2.769, -4.311], [-0.654, -2.520, 0.986], [-0.068, -1.904, 0.236], [-1.089, -3.333, 0.562], [1.867, 0.148, 0.437], [1.890, -0.342, 1.163], [-0.513, 1.677, 0.097], [-0.978, 0.908, -0.367], [0.208, 1.165, 0.482], [0.632, -4.320, -1.508], [-0.236, -4.269, -1.011], [-0.059, -0.851, 3.542], [0.397, -2.103, 5.812], [-2.197, -0.048, -1.729], [0.876, -2.315, 4.984], [1.080, 1.142, -2.478], [0.844, 1.102, -3.346], [0.517, 0.450, -2.112], [1.812, 2.665, 1.520], [0.925, 2.467, 1.764], [2.186, 2.080, 0.739], [-1.091, -1.738, -3.010], [-0.632, -1.908, -3.787], [-0.471, -1.968, -2.252], [-2.010, 0.505, -2.551], [-0.426, 5.974, 0.108], [-1.698, -0.116, -3.197]], "energy_ha": -1222.35238, "charge": -1, "e_homo_ev": -7.526, "e_above_lowest_kj_mol": 571.88}

(6)
{"formula": "H31O16", "method": "wB97M-V/def2-TZVPD", "species": ["O", "H", "H", "O", "H", "H", "O", "H", "H", "O", "H", "H", "O", "H", "H", "O", "H", "H", "O", "H", "H", "O", "H", "H", "O", "H", "O", "H", "H", "O", "H", "H", "O", "H", "H", "O", "H", "H", "O", "H", "H", "O", "H", "H", "O", "H", "H"], "positions_angstrom": [[2.648, -1.224, 3.518], [-1.520, -2.393, -2.693], [-2.562, 1.704, -3.610], [-1.313, -5.686, -0.897], [1.771, -1.089, 3.513], [2.815, -1.303, 2.480], [4.292, 2.018, -0.841], [-0.721, -4.884, -0.958], [-3.659, 1.736, -2.652], [-3.127, 2.440, -3.140], [-1.035, 2.239, 0.273], [-2.263, -5.246, -1.081], [-2.005, -2.756, -1.959], [-2.832, -1.922, 3.895], [-0.268, -3.942, 3.061], [2.473, 0.363, 0.890], [0.511, -0.497, 2.658], [3.318, -1.192, -0.411], [1.830, 4.214, -2.867], [1.144, 3.548, -2.474], [1.874, 4.057, -3.727], [-1.323, -0.408, -4.043], [-1.892, -0.498, -3.358], [3.805, 2.793, -1.018], [-2.124, -1.169, 0.934], [-2.851, -0.500, 1.187], [-3.678, -2.337, 3.640], [-2.050, -2.046, -1.303], [-3.356, -3.231, 3.564], [0.271, -0.302, 1.835], [4.654, 1.853, -1.605], [1.385, 0.329, 1.070], [-1.009, -3.610, 2.666], [-0.137, 1.294, 1.406], [-0.692, 4.021, -2.771], [1.496, 3.058, 4.722], [2.327, -0.299, -1.145], [2.721, 1.207, 0.433], [-0.759, 3.188, -3.405], [-0.752, -2.776, 2.331], [0.675, 2.747, 4.597], [-0.421, 2.130, 0.846], [-1.231, -0.663, 1.223], [-0.683, 0.065, -3.596], [2.668, -1.168, -1.303], [2.088, 2.623, 4.240], [-0.500, 3.515, -4.127]], "energy_ha": -1222.29561, "charge": -1, "e_homo_ev": -6.707, "e_above_lowest_kj_mol": 720.93}